{
  "formula": "C22H56BN4O16",
  "method": "wB97M-V/def2-TZVPD",
  "symbols": ["O", "C", "O", "B", "O", "C", "O", "O", "C", "O", "C", "O", "O", "C", "C", "C", "O", "C", "N", "H", "H", "H", "H", "H", "H", "H", "H", "H", "H", "H", "C", "C", "C", "O", "C", "N", "H", "H", "H", "H", "H", "H", "H", "H", "H", "H", "H", "C", "C", "C", "O", "C", "N", "H", "H", "H", "H", "H", "H", "H", "H", "H", "H", "H", "C", "C", "C", "O", "C", "N", "H", "H", "H", "H", "H", "H", "H", "H", "H", "H", "H", "O", "H", "H", "O", "H", "H", "C", "O", "H", "H", "H", "H", "C", "O", "H", "H", "H", "H"],
  "xyz": [[-15.97228, 33.33037, -6.51534], [-15.22276, 34.22930, -6.22891], [-14.15411, 34.59530, -6.88815], [-13.53555, 35.76065, -6.19319], [-14.33392, 35.93262, -4.95977], [-15.34887, 35.09534, -4.96547], [-16.24355, 35.08570, -4.15253], [-13.49111, 36.98244, -7.03176], [-12.21851, 37.20790, -7.38466], [-11.82775, 37.96449, -8.20920], [-11.36777, 36.24949, -6.52155], [-12.14091, 35.41919, -5.86245], [-10.17839, 36.36975, -6.45005], [-11.22765, 38.87979, -3.67584], [-10.40559, 37.81605, -2.93584], [-11.26094, 36.77879, -2.23148], [-12.24150, 37.38607, -1.40972], [-13.29902, 36.50352, -1.09148], [-9.35506, 37.20565, -3.74530], [-12.04973, 38.41289, -4.24055], [-10.65126, 39.38161, -4.45474], [-11.65122, 39.60071, -2.97896], [-9.93901, 38.46007, -2.17486], [-10.72338, 36.01899, -1.65434], [-11.77041, 36.21877, -3.03455], [-13.07034, 35.84966, -0.24242], [-13.66953, 35.84642, -1.88044], [-14.08465, 37.18563, -0.76651], [-8.76033, 37.94527, -4.10792], [-9.82723, 36.88035, -4.59896], [-21.85763, 30.37657, -5.62855], [-22.00731, 31.00178, -7.01001], [-20.71564, 31.67187, -7.45917], [-19.68752, 30.73852, -7.69892], [-18.40177, 31.07433, -7.15922], [-22.41761, 30.02834, -8.03582], [-21.46268, 29.36127, -5.71209], [-22.81976, 30.29948, -5.11912], [-21.17019, 30.93581, -4.99452], [-22.81573, 31.73795, -6.99057], [-20.39406, 32.48040, -6.79121], [-20.85774, 32.22251, -8.40089], [-17.94890, 31.76103, -7.87582], [-17.82908, 30.14981, -7.20307], [-18.48034, 31.46433, -6.14630], [-22.54317, 29.10231, -7.65631], [-21.77053, 29.99431, -8.80827], [-9.53940, 31.58293, -7.65192], [-8.10837, 31.72897, -8.18810], [-7.25115, 32.64190, -7.29867], [-7.78669, 33.94849, -7.18290], [-7.69467, 34.81752, -8.28109], [-7.44137, 30.45828, -8.38169], [-10.01492, 32.55446, -7.49800], [-9.47477, 31.06102, -6.69463], [-10.18920, 31.04499, -8.34366], [-8.09191, 32.22808, -9.16273], [-6.26871, 32.73478, -7.77768], [-7.11643, 32.32523, -6.26387], [-8.02371, 35.81785, -8.01595], [-8.32291, 34.42934, -9.09143], [-6.67512, 34.86533, -8.68402], [-7.65673, 29.82052, -7.62353], [-7.73181, 30.02781, -9.24836], [-8.36067, 33.60621, -2.15210], [-8.48015, 33.42081, -3.65235], [-9.93504, 33.48529, -4.10954], [-10.66037, 32.34624, -3.63543], [-12.05768, 32.52361, -3.74046], [-7.74289, 34.50999, -4.28103], [-8.90692, 34.50138, -1.84080], [-7.32411, 33.58914, -1.82870], [-8.93882, 32.80196, -1.67930], [-7.93717, 32.49140, -3.85493], [-9.90135, 33.43092, -5.20575], [-10.45279, 34.39019, -3.78782], [-12.54081, 31.71729, -3.19115], [-12.36783, 32.49076, -4.79100], [-12.37578, 33.46487, -3.28120], [-8.09457, 35.41523, -3.97005], [-7.72961, 34.53020, -5.29748], [-8.96143, 38.95311, -9.17656], [-8.49170, 38.21872, -9.58318], [-9.87758, 38.64812, -9.10764], [-15.18855, 33.14993, -2.24859], [-15.51844, 32.40415, -2.76021], [-15.38684, 33.92496, -2.79900], [-15.59511, 39.16510, -6.95561], [-15.23064, 40.37636, -7.63588], [-14.94052, 38.97123, -6.11113], [-16.63941, 39.20283, -6.64879], [-15.54368, 38.37219, -7.70252], [-14.27004, 40.40527, -7.63646], [-14.47689, 31.43662, -9.04707], [-15.57128, 32.35043, -9.11266], [-13.64068, 31.84918, -8.48096], [-14.83837, 30.49925, -8.60377], [-14.14700, 31.15233, -10.04814], [-15.57207, 32.74737, -8.21642]],
  "atomic_forces_ev_per_a": [[0.1, 0.1, 0.0], [-0.3, -0.6, 0.2], [-0.1, 0.5, 0.0], [0.0, -0.2, 0.2], [0.2, 0.1, -0.4], [-0.7, 0.9, 0.4], [0.6, -0.4, -0.5], [0.4, -0.5, 0.0], [-1.0, -1.2, 0.7], [0.2, 0.7, -0.4], [0.6, 0.8, -0.3], [-0.1, 0.3, -0.2], [0.3, -0.5, 0.0], [-0.8, -0.8, -0.7], [0.6, 1.7, 1.0], [-0.6, -0.5, -0.7], [0.2, -0.3, -0.6], [-0.4, 0.6, 0.9], [-0.8, -0.2, -0.5], [-0.1, 0.0, 0.2], [0.3, 0.2, 0.3], [-0.1, 0.0, -0.1], [0.4, -0.6, 0.2], [0.5, 0.3, 0.0], [-0.1, 0.0, 0.0], [0.3, 0.0, 0.0], [0.2, 0.3, -0.5], [-0.3, -0.3, 0.0], [0.1, 0.0, 0.2], [0.5, -0.3, 0.4], [-0.1, -0.4, 0.1], [0.2, -0.2, -0.5], [0.3, 1.0, -0.7], [-0.1, -0.5, 0.8], [-0.6, -0.2, -1.2], [-0.4, 0.0, 0.1], [0.1, 0.1, 0.0], [0.0, 0.0, 0.0], [-0.1, 0.1, 0.0], [0.3, 0.4, 0.2], [0.0, -0.3, 0.5], [-0.4, -0.2, -0.1], [0.3, 0.3, 0.5], [0.1, 0.0, 0.3], [0.1, 0.1, 0.0], [0.2, 0.0, -0.1], [0.1, -0.1, 0.1], [0.3, 0.4, -0.2], [-0.4, 0.5, 0.2], [0.3, 0.7, -0.7], [-0.4, 0.4, 0.6], [0.1, -0.8, -0.8], [0.4, -0.3, 0.1], [0.1, 0.0, 0.2], [-0.3, 0.0, 0.0], [0.2, -0.2, 0.0], [-0.3, -0.1, 0.0], [0.1, -0.3, 0.1], [-0.1, -0.4, -0.1], [-0.1, -0.1, 0.3], [-0.1, 0.3, -0.1], [0.1, 0.0, 0.2], [0.0, 0.0, -0.1], [-0.1, -0.1, 0.1], [-1.2, -0.6, 0.3], [0.4, 1.3, 0.3], [0.3, -1.7, -0.5], [0.0, 0.2, 0.3], [0.3, -0.2, 0.0], [0.6, 0.6, 0.0], [0.5, 0.3, 0.0], [0.0, 0.2, 0.1], [0.4, -0.1, 0.1], [-0.6, -0.2, -0.5], [-0.3, 0.4, 0.0], [0.3, 0.3, 0.0], [0.0, -0.1, -0.1], [-0.1, 0.1, 0.0], [0.0, 0.1, -0.1], [0.0, -0.3, 0.1], [-0.3, -0.4, 0.2], [-0.1, 0.0, -0.1], [0.0, 0.0, 0.0], [0.0, 0.0, 0.2], [0.1, 0.1, -0.1], [0.0, 0.1, 0.0], [-0.2, -0.2, 0.2], [-0.1, 0.1, -1.0], [-0.2, 0.1, 0.5], [-0.1, -0.2, 0.1], [0.1, 0.4, 0.2], [0.2, -0.4, 0.4], [0.0, 0.0, -0.1], [-0.8, -0.4, -0.2], [0.8, 0.0, 0.4], [0.1, -0.1, 0.0], [0.3, 0.0, 0.3], [0.0, 0.4, -0.1], [-0.5, 0.0, -0.5]],
  "lowdin_charge": [0.137, -0.365, 0.247, -0.860, 0.234, -0.374, 0.131, 0.204, -0.363, 0.169, -0.383, 0.232, 0.133, -0.048, -0.423, -0.206, -0.176, -0.100, 0.056, 0.076, 0.078, 0.075, 0.135, 0.120, 0.109, 0.087, 0.076, 0.089, 0.086, 0.041, -0.063, -0.423, -0.235, -0.205, -0.074, 0.032, 0.076, 0.071, 0.075, 0.122, 0.122, 0.123, 0.078, 0.087, 0.086, 0.055, 0.061, -0.045, -0.442, -0.180, -0.244, -0.097, 0.031, 0.068, 0.083, 0.072, 0.128, 0.121, 0.123, 0.079, 0.083, 0.090, 0.071, 0.067, -0.068, -0.435, -0.187, -0.188, -0.109, 0.047, 0.062, 0.073, 0.076, 0.130, 0.109, 0.102, 0.083, 0.087, 0.077, 0.031, 0.037, -0.066, 0.021, 0.004, -0.062, 0.037, -0.007, -0.149, -0.128, 0.074, 0.077, 0.073, 0.065, -0.162, -0.148, 0.072, 0.071, 0.069, 0.018],
  "total_charge": -1,
  "homo_ev": -6.2601,
  "e_tot_ha": -2319.79040,
  "gap_ev": 8.53
}